Entry 1:
The following is a quantum chemistry calculation of a structure of composition C33H31LaN9S3, from the OMol25 dataset.

Molar mass, Da: 788.8
HOMO energy, eV: -4.1
E_tot, a.u.: -2995.156473
Total charge: -1
Gap between HOMO and LUMO, eV: 5.0

CARTESIAN COORDINATES (ANGSTROEM)
1 La -0.0586 0.8932 -0.2002
2 S 0.4176 2.6969 -2.5992
3 S -1.6778 3.4058 0.2438
4 S 2.5849 0.4976 -1.3689
5 N 1.3061 -1.9812 -1.0113
6 N 1.0114 0.6043 2.0592
7 N -4.3177 4.3469 -2.1936
8 N 3.5389 -2.0083 -1.0948
9 N -1.7625 -0.2213 2.1206
10 N -1.4017 4.9788 -4.5582
11 N 0.1680 -1.3155 -1.1772
12 N -2.2029 0.0513 -1.3415
13 N 1.9370 3.1712 1.2170
14 C 0.4694 -3.2632 -3.5092
15 C -0.9736 3.5787 -2.4463
16 C -1.9084 3.7620 -1.4449
17 C 1.2886 -0.4026 4.2852
18 C 5.0834 1.1309 1.1988
19 C 4.2345 2.2463 1.1839
20 C 0.5213 -0.0843 3.1462
21 C -1.2551 4.4093 -3.5581
22 C -1.5640 -4.2614 -2.5768
23 C -2.8674 -1.3738 -3.1924
24 C 2.3982 0.8892 1.9336
25 C -4.0253 -0.5925 -3.3314
26 C -2.3490 -1.4253 1.5186
27 C -0.5457 -1.6855 5.2937
28 C 2.4391 -1.2513 -1.0970
29 C -0.6362 -3.1856 -2.6803
30 C 0.6999 -4.4833 -4.2207
31 C -1.3792 -1.1293 4.3220
32 C 0.8007 -1.3355 5.2555
33 C -0.8336 -0.5275 3.1881
34 C 4.5934 -0.0975 1.6376
35 C 1.4505 3.9954 2.3330
36 C -3.2198 4.1067 -1.8563
37 C 3.2924 -0.2194 2.0948
38 C 2.8494 2.1627 1.4526
39 C -1.3084 -5.4446 -3.3244
40 C 2.3355 4.0610 0.1036
41 C -0.1671 -5.4888 -4.1920
42 C -0.8370 -1.9375 -1.8989
43 C -2.0005 -1.1476 -2.0768
44 C -3.2458 0.8247 -1.5327
45 C -2.8608 0.7279 2.5257
46 C -4.1777 0.5447 -2.4977
47 H -4.7752 -0.9877 -3.9412
48 H -3.4126 1.6801 -0.8704
49 H 1.2474 -2.5521 -3.5100
50 H 2.0883 4.9055 2.5336
51 H 3.4518 -3.0040 -1.0749
52 H 1.4525 3.3397 3.2482
53 H 0.4775 4.4221 2.0324
54 H -3.2033 1.2823 1.6100
55 H -2.9123 -1.0102 0.6168
56 H 5.3735 -0.9118 1.7456
57 H -2.3855 -4.1865 -1.8768
58 H -3.1836 -1.7617 2.1468
59 H 3.2493 4.7044 0.3129
60 H 4.6841 3.2603 0.9662
61 H 1.5467 -1.7635 5.9585
62 H -1.6470 -2.1140 1.1496
63 H -1.0183 -2.2584 6.0579
64 H 1.4854 4.7736 0.0226
65 H -1.9017 -6.3188 -3.2183
66 H -0.0251 -6.3436 -4.8815
67 H -2.4626 -1.2622 4.3212
68 H -3.7374 0.1143 2.9575
69 H 2.6112 3.5181 -0.7748
70 H -2.6720 -2.2899 -3.7584
71 H 6.1387 1.1442 0.8702
72 H 2.9325 -1.1434 2.5795
73 H 4.4806 -1.6177 -1.4062
74 H 2.3054 0.0920 4.1818
75 H -2.5472 1.4402 3.2967
76 H 1.5821 -4.5259 -4.8377
77 H -5.0679 1.1517 -2.5907

=====

Entry 2:
The following is a quantum chemistry calculation of a structure of composition C33H31N4ORbSSi, from the OMol25 dataset.

Molar mass, Da: 645.3
HOMO energy, eV: -1.4
E_tot, a.u.: -2281.969605
Total charge: -2
Gap between HOMO and LUMO, eV: 5.4

CARTESIAN COORDINATES (ANGSTROEM)
1 Rb -2.5259 0.9298 -2.1913
2 S -4.7719 -2.4872 1.9515
3 Si 0.1456 3.3329 -0.1685
4 O -1.5458 -0.3518 -4.4676
5 N -3.3394 -0.8398 0.5345
6 N 2.2964 -1.0653 0.7034
7 N 0.5057 -2.4802 0.8035
8 N 3.3036 -1.4898 0.1759
9 C -4.8613 -2.2596 -0.8100
10 C 0.2110 5.1690 -1.0081
11 C 6.7427 -1.8613 1.2323
12 C 3.0400 3.1371 0.7132
13 C -4.2183 -1.7870 0.4388
14 C -5.8661 -1.7872 -2.8773
15 C 6.8891 -0.6578 2.0152
16 C 5.4932 -2.0039 0.5959
17 C -6.5235 -3.0444 -2.8421
18 C -2.3699 0.4877 2.3842
19 C -1.5284 -1.6974 -4.7087
20 C -3.0882 -0.6033 1.8885
21 C 4.4093 3.1378 0.4548
22 C -1.1438 -2.6013 -0.8670
23 C -0.6002 -1.4922 -1.4867
24 C 5.8872 0.2641 2.1337
25 C -4.9325 -1.3514 -1.9198
26 C -6.2578 -3.9051 -1.8057
27 C 2.5582 2.9590 -1.5676
28 C -3.7488 -1.4577 2.8156
29 C 4.4991 -1.0586 0.8162
30 C -3.5206 -1.3356 4.2054
31 C -2.3101 0.6982 3.7538
32 C 1.0255 -1.4917 0.1356
33 C 0.5863 -0.9292 -1.0143
34 C -2.9009 -0.1879 4.6157
35 C 3.8859 2.8348 -1.8824
36 C 4.8808 3.0559 -0.8503
37 C 0.0935 4.1432 1.6915
38 C 2.0792 3.1492 -0.2539
39 C -5.4050 -3.5339 -0.7259
40 C 4.6298 0.0551 1.6406
41 C -0.5352 -3.1064 0.2392
42 H -1.8491 1.5849 4.1891
43 H -1.0327 -2.3300 -3.9301
44 H 0.9445 4.7813 1.7999
45 H 1.1254 5.7437 -0.7187
46 H 7.7865 -0.3984 2.5176
47 H -1.2613 -1.9824 -5.7951
48 H 7.6243 -2.4590 1.0510
49 H -0.9978 -1.0620 -2.4232
50 H 0.3576 5.0844 -2.0779
51 H 4.2716 2.7467 -2.9080
52 H -2.5718 -2.0319 -4.5586
53 H -7.1438 -3.3992 -3.7006
54 H -5.1095 -4.2396 0.1186
55 H 1.0213 -0.0177 -1.4055
56 H 5.3031 -2.8958 0.0293
57 H 0.2641 3.3697 2.4529
58 H 2.7254 3.2479 1.7750
59 H -2.7655 0.0050 5.6317
60 H -0.6331 5.8666 -0.7750
61 H -2.0070 -2.9986 -1.4085
62 H -3.9468 -1.9580 4.9271
63 H -1.8107 1.1295 1.7128
64 H 5.0332 3.1423 1.3140
65 H 6.0478 1.2023 2.7467
66 H 3.9034 0.8310 1.6926
67 H 1.8991 2.8457 -2.4478
68 H -6.0049 -1.2592 -3.7542
69 H 5.9257 3.1293 -1.1695
70 H -0.8370 -4.0030 0.7322
71 H -6.6155 -4.8976 -1.8998
72 H -0.8145 4.7353 1.7903

=====

Entry 3:
The following is a quantum chemistry calculation of a cluster of 3 separate species, C33H31NO5P in total, from the OMol25 dataset.

Molar mass, Da: 552.6
HOMO energy, eV: -3.5
E_tot, a.u.: -2048.367969
Total charge: -1
Gap between HOMO and LUMO, eV: 4.1

CARTESIAN COORDINATES (ANGSTROEM)
1 P -3.1600 1.0143 3.4423
2 O -1.6259 -0.9875 1.5569
3 O 4.1090 -5.1169 4.2719
4 O 0.3304 -5.0658 0.4697
5 O -0.2984 7.4646 -4.0693
6 O 0.5409 2.1859 -3.7296
7 N -1.7233 0.1176 -0.4738
8 C 2.3112 -7.0144 0.2934
9 C 1.3983 4.2918 -4.3410
10 C 3.2300 -5.1092 3.4314
11 C -2.4564 -0.9067 -1.2257
12 C -0.1233 6.2641 -4.0145
13 C 0.0011 -2.3217 3.6296
14 C 0.9707 -2.3619 4.6254
15 C -3.2056 3.6713 -2.6152
16 C 3.6094 4.5892 -5.2268
17 C -0.2917 -0.0174 -0.6992
18 C 0.0736 -3.2079 2.5624
19 C 0.3371 3.3762 -3.8286
20 C 3.3389 -7.9396 0.2370
21 C -3.0435 0.9349 1.4987
22 C -1.9895 3.1337 -2.9990
23 C -2.4079 5.8820 -3.1287
24 C -2.0902 -0.0614 0.9345
25 C 4.3372 -7.9335 1.2060
26 C -3.2567 1.0433 5.3646
27 C 2.0975 -4.1538 3.4922
28 C 3.3795 5.9562 -5.3455
29 C 2.6216 3.7591 -4.7266
30 C 2.0176 -3.2676 4.5568
31 C 2.2715 -6.0814 1.3219
32 C 2.1656 6.4929 -4.9541
33 C -0.9732 3.9690 -3.4453
34 C -1.1863 5.3492 -3.5186
35 C 1.1131 -4.1276 2.4934
36 C 1.1719 5.6645 -4.4476
37 C 4.3003 -7.0081 2.2343
38 C -3.4131 5.0449 -2.6757
39 C 1.1603 -5.0814 1.3552
40 C 3.2656 -6.0830 2.2996
41 H -3.3964 -0.4372 3.4566
42 H 0.9076 -1.6751 5.4594
43 H -0.6743 -3.1777 1.7865
44 H -2.5620 6.9507 -3.1780
45 H 5.1435 -8.6539 1.1578
46 H -1.6883 0.8227 3.5297
47 H -2.4673 -0.6658 -2.2830
48 H -2.4980 0.3546 5.7315
49 H -0.1472 -0.3222 -1.7329
50 H -3.4767 -0.9352 -0.8511
51 H 2.7753 -3.2930 5.3278
52 H -3.0103 2.0524 5.6927
53 H 1.9806 7.5547 -5.0359
54 H -2.8100 1.9096 1.0688
55 H -2.9426 2.4832 3.3886
56 H 1.5338 -7.0071 -0.4577
57 H -1.8265 2.0665 -2.9380
58 H 0.2328 0.9254 -0.5759
59 H -3.9908 3.0186 -2.2585
60 H -4.3614 5.4623 -2.3645
61 H 4.1513 6.6026 -5.7422
62 H -4.6169 1.2706 3.3367
63 H -4.0395 0.6616 1.1396
64 H -4.2483 0.7503 5.7015
65 H 3.3650 -8.6679 -0.5632
66 H 2.7904 2.6956 -4.6317
67 H -0.8070 -1.6022 3.6800
68 H -2.0356 -1.9002 -1.0512
69 H 4.5620 4.1724 -5.5263
70 H 0.1797 -0.7780 -0.0733
71 H 5.0696 -6.9965 2.9937

=====

Please write out number 1 again, unchanged.
The following is a quantum chemistry calculation of a structure of composition C33H31LaN9S3, from the OMol25 dataset.

Molar mass, Da: 788.8
HOMO energy, eV: -4.1
E_tot, a.u.: -2995.156473
Total charge: -1
Gap between HOMO and LUMO, eV: 5.0

CARTESIAN COORDINATES (ANGSTROEM)
1 La -0.0586 0.8932 -0.2002
2 S 0.4176 2.6969 -2.5992
3 S -1.6778 3.4058 0.2438
4 S 2.5849 0.4976 -1.3689
5 N 1.3061 -1.9812 -1.0113
6 N 1.0114 0.6043 2.0592
7 N -4.3177 4.3469 -2.1936
8 N 3.5389 -2.0083 -1.0948
9 N -1.7625 -0.2213 2.1206
10 N -1.4017 4.9788 -4.5582
11 N 0.1680 -1.3155 -1.1772
12 N -2.2029 0.0513 -1.3415
13 N 1.9370 3.1712 1.2170
14 C 0.4694 -3.2632 -3.5092
15 C -0.9736 3.5787 -2.4463
16 C -1.9084 3.7620 -1.4449
17 C 1.2886 -0.4026 4.2852
18 C 5.0834 1.1309 1.1988
19 C 4.2345 2.2463 1.1839
20 C 0.5213 -0.0843 3.1462
21 C -1.2551 4.4093 -3.5581
22 C -1.5640 -4.2614 -2.5768
23 C -2.8674 -1.3738 -3.1924
24 C 2.3982 0.8892 1.9336
25 C -4.0253 -0.5925 -3.3314
26 C -2.3490 -1.4253 1.5186
27 C -0.5457 -1.6855 5.2937
28 C 2.4391 -1.2513 -1.0970
29 C -0.6362 -3.1856 -2.6803
30 C 0.6999 -4.4833 -4.2207
31 C -1.3792 -1.1293 4.3220
32 C 0.8007 -1.3355 5.2555
33 C -0.8336 -0.5275 3.1881
34 C 4.5934 -0.0975 1.6376
35 C 1.4505 3.9954 2.3330
36 C -3.2198 4.1067 -1.8563
37 C 3.2924 -0.2194 2.0948
38 C 2.8494 2.1627 1.4526
39 C -1.3084 -5.4446 -3.3244
40 C 2.3355 4.0610 0.1036
41 C -0.1671 -5.4888 -4.1920
42 C -0.8370 -1.9375 -1.8989
43 C -2.0005 -1.1476 -2.0768
44 C -3.2458 0.8247 -1.5327
45 C -2.8608 0.7279 2.5257
46 C -4.1777 0.5447 -2.4977
47 H -4.7752 -0.9877 -3.9412
48 H -3.4126 1.6801 -0.8704
49 H 1.2474 -2.5521 -3.5100
50 H 2.0883 4.9055 2.5336
51 H 3.4518 -3.0040 -1.0749
52 H 1.4525 3.3397 3.2482
53 H 0.4775 4.4221 2.0324
54 H -3.2033 1.2823 1.6100
55 H -2.9123 -1.0102 0.6168
56 H 5.3735 -0.9118 1.7456
57 H -2.3855 -4.1865 -1.8768
58 H -3.1836 -1.7617 2.1468
59 H 3.2493 4.7044 0.3129
60 H 4.6841 3.2603 0.9662
61 H 1.5467 -1.7635 5.9585
62 H -1.6470 -2.1140 1.1496
63 H -1.0183 -2.2584 6.0579
64 H 1.4854 4.7736 0.0226
65 H -1.9017 -6.3188 -3.2183
66 H -0.0251 -6.3436 -4.8815
67 H -2.4626 -1.2622 4.3212
68 H -3.7374 0.1143 2.9575
69 H 2.6112 3.5181 -0.7748
70 H -2.6720 -2.2899 -3.7584
71 H 6.1387 1.1442 0.8702
72 H 2.9325 -1.1434 2.5795
73 H 4.4806 -1.6177 -1.4062
74 H 2.3054 0.0920 4.1818
75 H -2.5472 1.4402 3.2967
76 H 1.5821 -4.5259 -4.8377
77 H -5.0679 1.1517 -2.5907

=====

> The lowest total charge belongs to which entry?

C33H31N4ORbSSi